(1)
DFT (ωB97M-V/def2-TZVPD) results for C56H42IMoN4O4S2Si as an isolated structure.

```
111
Properties=species:S:1:pos:R:3:forces:R:3
I -1.039954 1.709944 3.621903 0.0 0.0 0.1
Mo -0.218700 0.214608 1.409917 -0.5 -0.7 0.4
S -3.692163 1.973027 1.203938 0.0 0.0 0.0
S -1.794332 -0.000042 -0.762459 0.0 0.0 0.0
Si 1.699037 -0.806680 -1.272101 0.1 0.0 0.0
O -0.962384 -1.342035 2.267022 0.3 0.4 -0.2
O 0.101720 2.116152 0.643558 0.3 0.0 -0.3
O -3.889946 -3.035759 -1.682554 -0.1 0.0 0.0
O 0.711466 -0.848086 0.005914 0.0 0.1 0.0
N -5.967716 -0.351708 -5.158530 0.0 0.0 -0.1
N -8.415288 1.856040 -2.730704 0.0 0.0 0.0
N -0.424406 -4.566970 0.816973 0.0 0.0 0.0
N -3.625916 -0.872831 2.130911 0.0 -0.1 0.0
C 4.309403 -3.735260 0.014326 0.0 0.0 0.0
C -5.166473 0.456433 -2.836108 0.0 0.0 0.0
C 0.909709 -2.454440 -5.013458 0.0 0.0 0.0
C -6.962348 1.253890 3.485478 0.0 0.0 0.0
C -0.223188 -3.223489 -4.783083 0.0 0.0 0.0
C 3.212115 5.900995 1.053408 0.0 0.0 0.0
C -5.532221 1.663003 -0.796521 0.0 0.0 0.0
C -7.344570 1.568497 -2.426258 0.0 0.0 0.0
C -2.498735 -2.698604 1.038299 0.0 0.0 -0.1
C -1.070116 3.569674 -0.796982 0.0 0.0 0.0
C 0.072781 3.206251 0.092184 -0.1 0.2 0.0
C 5.574674 -3.278331 -0.332205 0.0 0.0 0.0
C 5.070900 -0.670595 2.383106 0.0 0.0 0.0
C 2.057023 3.826413 1.411655 0.0 0.0 0.0
C -3.659398 -1.825142 1.298813 0.0 0.0 0.0
C -0.782619 -3.266341 -3.514295 0.0 0.0 0.0
C 1.472930 -1.725961 -3.975595 0.0 0.0 0.0
C 5.950947 0.734346 4.610483 0.0 0.0 0.0
C 1.149623 4.165969 0.406381 0.0 0.0 0.0
C -4.782502 -0.188107 2.496450 0.0 0.0 0.0
C 4.584641 -1.289416 -1.254184 0.0 0.0 0.0
C 2.794211 3.521823 -2.698549 0.0 0.0 0.0
C 2.824176 0.265353 2.632872 0.0 0.0 0.0
C 1.765823 2.823470 -3.315597 0.0 0.0 0.0
C 3.192735 -2.965446 -0.273022 0.0 0.0 0.0
C 3.466230 2.953722 -1.626004 0.0 0.0 0.0
C 1.435953 1.545548 -2.881137 0.0 0.0 0.0
C -5.612483 0.001219 -4.125133 0.0 0.0 0.1
C -0.259625 -3.473171 1.540882 0.0 0.0 0.0
C -4.901554 1.181398 2.234049 0.0 0.1 0.0
C -3.894293 0.141647 -2.407808 0.0 0.0 0.0
C 4.179879 0.150219 3.080171 0.0 0.0 -0.1
C -1.563492 -4.709184 0.130843 0.0 0.0 0.0
C 0.915330 -1.740935 -2.696084 0.0 0.0 0.0
C -3.400183 0.554277 -1.152225 0.0 0.1 0.0
C -4.251596 1.344207 -0.360744 0.0 0.0 0.0
C 1.678631 0.337455 2.234745 0.0 -0.1 0.1
C 2.116588 0.944248 -1.819884 0.0 0.0 0.0
C 3.086149 4.694345 1.730612 0.0 0.0 0.0
C -5.982336 1.890301 2.736527 0.0 0.0 0.0
C 2.302934 6.247563 0.062690 0.0 0.0 0.0
C -3.834475 -4.025907 -0.657457 0.0 0.0 0.0
C 6.387496 -0.781809 2.798059 0.0 0.0 0.0
C -2.628348 -3.836722 0.217199 0.0 0.0 0.0
C 0.999204 -3.303174 2.334492 0.0 0.0 0.0
C -6.862590 -0.109285 3.717347 0.0 0.0 0.0
C 6.831801 -0.080154 3.910939 0.0 0.0 0.0
C 5.709125 -2.057516 -0.975628 0.0 0.0 0.0
C 4.632856 0.850951 4.199990 0.0 0.0 0.0
C -0.214008 -2.531899 -2.482428 0.0 0.0 0.0
C -5.781752 -0.826148 3.228712 0.0 0.0 0.0
C 3.306591 -1.717802 -0.896001 -0.1 0.0 0.0
C 1.270884 5.382709 -0.258990 0.0 0.0 0.0
C -1.252362 -2.473693 1.612490 0.0 0.0 0.0
C -6.015388 1.222994 -2.017597 0.0 0.0 0.0
C 3.119621 1.684186 -1.185801 0.0 0.0 0.0
H 6.691035 -1.697712 -1.258519 0.0 0.0 0.0
H -4.586144 -2.070340 0.768592 0.0 0.0 0.0
H -1.751907 4.206443 -0.225738 0.0 0.0 0.0
H 0.571191 5.652491 -1.037646 0.0 0.0 0.0
H -1.673576 -3.853230 -3.327600 0.0 0.0 0.0
H -0.736674 4.116869 -1.676846 0.0 0.0 0.0
H 3.635012 1.263598 -0.328321 0.0 0.0 0.0
H 1.945302 2.882367 1.931298 0.0 0.0 0.0
H 0.760402 -3.166012 3.391620 0.0 0.0 0.0
H 2.211470 -3.347831 -0.016249 0.0 0.0 0.0
H -0.662481 -2.556616 -1.496794 0.0 0.0 0.0
H -7.624396 -0.619834 4.292391 0.0 0.0 0.0
H 3.937837 1.479217 4.741521 0.0 0.0 0.0
H 2.358009 -1.128663 -4.170141 0.0 0.0 0.0
H -0.670614 -3.786612 -5.592642 0.0 0.0 0.0
H 4.245569 3.508649 -1.118218 0.0 0.0 0.0
H 7.065652 -1.420498 2.246359 0.0 0.0 0.0
H 3.790817 4.428750 2.507572 0.0 0.0 0.0
H 1.549514 -2.414100 2.020395 0.0 0.0 0.0
H 2.400914 7.190203 -0.459213 0.0 0.0 0.0
H 6.292337 1.279433 5.481267 0.0 0.0 0.0
H -4.762868 -3.998639 -0.076940 0.0 0.0 0.0
H -7.798012 1.817895 3.876506 0.0 0.0 0.0
H -1.630319 -5.581060 -0.510991 0.0 0.0 0.0
H 4.714286 -0.339523 -1.758599 0.0 0.0 0.0
H 1.226583 3.267586 -4.143869 0.0 0.0 0.0
H 4.717506 -1.215745 1.517721 0.0 0.0 0.0
H -5.674592 -1.882303 3.441624 0.0 0.0 0.0
H 0.637347 1.003996 -3.374430 0.0 0.0 0.0
H -3.254374 -0.456680 -3.044139 0.0 0.0 0.0
H 6.449712 -3.876077 -0.108064 0.0 0.0 0.0
H 7.861169 -0.168666 4.234486 0.0 0.0 0.0
H -3.786985 -5.002745 -1.143920 0.0 0.0 0.0
H 3.062853 4.513200 -3.042757 0.0 0.0 0.0
H 4.191877 -4.693453 0.504695 0.0 0.0 0.0
H -6.050239 2.949920 2.527345 0.0 0.0 0.0
H 1.623332 -4.186265 2.212478 0.0 0.0 0.0
H -1.585373 2.660514 -1.095453 0.0 0.0 0.0
H 1.351537 -2.420511 -6.001889 0.0 0.0 0.0
H -3.278387 -2.321243 -1.453702 0.0 0.0 0.0
H -6.170062 2.265199 -0.163093 0.0 0.0 0.0
H 4.020012 6.577796 1.301696 0.0 0.0 0.0
```
Forces are in eV/Å.

E_HOMO (spin up / spin down) (eV): -5.36 / -5.59
⟨S²⟩: 2.018
Multiplicity: 3
Max |F| (eV/Å): 0.9
Energy relative to the best compared isomer or geometry (same formula, charge and spin) (eV): 1.253
HOMO-LUMO gap (spin up / spin down) (eV): 6.41 / 6.78
Total charge: -1
Total energy (hartree): -4131.14001

(2)
DFT (ωB97M-V/def2-TZVPD) results for C26H23AsO6V as an isolated structure in a non-equilibrium geometry.

```
57
Properties=species:S:1:pos:R:3:forces:R:3
As -0.151125 1.742199 -0.108701 -0.1 -0.3 -0.3
V -1.988624 -0.830422 -0.354429 0.7 -0.6 1.2
O -1.446859 0.781302 -0.762155 1.2 3.1 -0.5
O -1.489742 -1.293426 1.340750 0.0 -0.4 0.6
O -0.082030 -2.640556 -0.919893 -0.2 -0.1 0.1
O -4.136349 -4.035054 -0.461925 -0.3 -0.2 0.0
O -2.893635 -2.184480 -0.804103 -1.9 -2.9 -1.1
O -1.688744 -2.720687 3.041487 -0.1 0.0 0.3
C -0.258552 3.087865 2.434149 -0.2 0.2 -0.1
C 1.139468 4.354012 -3.722146 0.0 0.0 0.0
C -0.877097 3.907304 3.366494 0.0 0.0 0.0
C -0.738520 -3.845612 -1.399145 0.1 0.1 0.2
C -1.735539 -4.178219 -0.256682 0.3 0.3 0.1
C -0.920098 -3.661331 1.003546 0.0 0.0 -0.4
C 1.760348 2.927553 -1.888114 0.0 0.2 0.0
C -0.198760 4.267016 -3.354882 0.0 0.0 0.0
C 2.115873 3.694346 -2.988534 0.0 0.0 0.0
C 1.944049 -0.053465 -0.646227 0.0 -0.1 0.2
C -2.793722 4.133347 1.920791 0.0 0.0 0.0
C 2.623389 -0.545096 2.011484 0.0 0.0 0.0
C 1.240986 0.557839 0.393046 0.1 0.0 0.1
C 3.007373 -0.890057 -0.344199 0.0 0.0 0.0
C -2.136485 4.428876 3.108792 0.0 0.0 0.0
C -0.931010 2.782064 1.255204 -0.1 0.0 0.2
C 1.190504 -4.428461 -0.138118 0.0 0.0 0.0
C -2.195897 3.303447 0.987309 0.0 0.0 0.2
C 0.417461 2.823433 -1.545072 0.0 0.0 -0.2
C 0.396995 -4.862143 -1.397821 0.0 0.0 0.1
C -1.443627 -2.530740 1.888709 0.0 0.3 -0.3
C -0.566891 3.495155 -2.266842 0.1 0.0 -0.1
C 3.361046 -1.112619 0.980390 0.1 0.0 0.0
C 1.554657 0.288598 1.724527 0.0 -0.2 -0.2
C 0.391255 -3.212450 0.326216 0.0 0.1 0.0
C -3.071674 -3.526438 -0.502556 0.4 0.7 0.2
H 2.526717 2.437632 -1.304163 0.0 0.0 0.0
H 0.994665 -4.760447 -2.300804 0.0 0.0 0.0
H 2.873330 -0.758493 3.042359 0.0 0.0 0.0
H -0.371151 4.138707 4.294502 0.0 0.0 0.0
H 1.421968 4.941595 -4.586260 0.0 0.0 0.0
H 0.949799 0.672949 2.528843 0.0 0.1 0.1
H -1.924720 -5.243832 -0.180067 0.0 -0.1 0.0
H 1.229313 -5.199025 0.630806 0.0 0.0 0.0
H 0.027116 -5.885228 -1.345032 0.0 0.0 0.0
H 0.737441 2.727108 2.624843 0.1 -0.1 0.0
H 3.562538 -1.361532 -1.144422 0.0 0.0 0.0
H -1.610904 3.414935 -1.996702 0.0 0.0 0.0
H 3.157489 3.774438 -3.271103 0.0 0.0 0.0
H -1.197413 -3.662880 -2.364102 0.0 0.1 -0.1
H -0.760597 -4.482818 1.693184 0.0 -0.1 0.0
H 1.663585 0.108022 -1.678285 0.0 0.0 0.0
H 4.212468 -1.741249 1.212209 -0.1 0.0 0.0
H -3.773568 4.547265 1.722078 0.0 0.0 0.0
H -2.608906 5.074859 3.837506 0.0 0.0 0.0
H 2.212020 -4.144314 -0.385846 0.0 0.0 0.0
H -0.954981 4.799620 -3.916665 0.0 0.0 0.0
H 0.958610 -2.469049 0.887129 -0.1 -0.1 -0.1
H -2.723254 3.048665 0.078652 0.0 0.0 0.0
```
Forces are in eV/Å.

E_HOMO (spin up / spin down) (eV): -11.87 / -12.53
⟨S²⟩: 2.008
Multiplicity: 3
Max |F| (eV/Å): 3.6
Energy relative to the best compared isomer or geometry (same formula, charge and spin) (eV): 0.269
HOMO-LUMO gap (spin up / spin down) (eV): 8.63 / 9.34
Total charge: +1
Total energy (hartree): -4635.61470

What is the ⟨S²⟩ in the first record?
2.018